P | ORCA calculation (the ωB97M-V functional and the def2-TZVPD basis) on a cluster of 12 separate species, H23O12 in total.

Each atom is followed by the atoms it is bonded to, with distances in Å.
Positions of all 35 atoms, in Å:
1 O 1.7901 -1.1173 -3.1050  H28 0.988, H34 0.980
2 H -0.9424 1.8751 2.6344  O12 0.959
3 H -0.5484 -0.4198 -4.1583  O9 0.958
4 O 1.3274 1.5838 4.3145  H5 0.966, H6 0.978
5 H 1.8805 2.2105 3.8304  O4 0.966
6 H 1.0688 1.0509 3.5367  O4 0.978
7 O -2.3149 1.6039 -1.5180  H8 1.005, H17 0.968
8 H -1.6127 2.0844 -0.9836  O7 1.005
9 O -1.4369 -0.2046 -3.8710  H3 0.958, H11 0.954
10 H 4.1127 -2.7752 1.0620  O18 0.962
11 H -2.2366 -0.3306 -4.3764  O9 0.954
12 O -0.6135 1.1499 2.1009  H2 0.959, H35 1.049
13 H 0.2850 -2.7744 1.4903  O24 0.980
14 H -1.1686 -0.6496 0.7180  O33 0.965
15 O 1.3427 -0.8845 -0.2253  H20 0.958, H32 0.959
16 H 1.4133 2.1426 -2.5018  O27 0.967
17 H -1.6898 1.1030 -2.0623  O7 0.968
18 O 3.6893 -2.2552 1.7516  H10 0.962, H19 0.984
19 H 2.7347 -2.3863 1.5542  O18 0.984
20 H 0.5280 -0.5619 -0.6119  O15 0.958
21 O -4.3346 0.5873 0.1136  H22 0.958, H23 0.978
22 H -5.0090 1.0973 -0.3364  O21 0.958
23 H -3.4719 0.9549 -0.1631  O21 0.978
24 O 1.0297 -2.8810 2.1178  H13 0.980, H25 0.965
25 H 0.7301 -2.1957 2.7278  O24 0.965
26 H -1.2441 -0.9424 2.1547  O33 0.969
27 O 0.7697 1.4207 -2.5266  H16 0.967, H31 1.069
28 H 1.4118 -0.4725 -2.4597  O1 0.988
29 H 0.6094 2.5085 -0.0234  O30 0.963
30 O -0.1224 1.9228 -0.2438  H29 0.963
31 H 0.4333 1.4619 -1.5128  O27 1.069
32 H 1.6868 -0.2528 0.4082  O15 0.959
33 O -1.1946 -1.4119 1.3084  H14 0.965, H26 0.969
34 H 1.9751 -0.3556 -3.6930  O1 0.980
35 H -0.4246 1.4787 1.1227  O12 1.049

The LUMO energy is 2.857 eV. Its total charge is -1. The HOMO-LUMO gap is 9.74 eV. The calculation puts the highest occupied orbital energy at -6.9 eV.

Q | ORCA calculation (the ωB97M-V functional and the def2-TZVPD basis) on a cluster of 12 separate species, H23O12 in total.

Each atom is followed by the atoms it is bonded to, with distances in Å.
Positions of all 35 atoms, in Å:
1 O 18.0784 -8.8663 -15.3708  H2 0.977
2 H 18.6390 -8.4546 -14.6846  O1 0.977
3 O 19.2264 -6.7406 -8.4648  H4 0.957, H5 0.957
4 H 18.4943 -7.0658 -8.9887  O3 0.957
5 H 19.4890 -7.4888 -7.9287  O3 0.957
6 O 19.6869 -6.9032 -19.7056  H7 0.957, H8 0.957
7 H 20.6265 -7.0240 -19.5685  O6 0.957
8 H 19.2863 -7.1845 -18.8830  O6 0.957
9 O 18.8933 -12.6734 -18.1058  H10 0.957, H11 0.957
10 H 18.5605 -11.8817 -17.6831  O9 0.957
11 H 18.6585 -13.3821 -17.5067  O9 0.957
12 O 17.7010 -3.0135 -12.3624  H13 0.957, H14 0.957
13 H 17.7580 -2.1124 -12.0445  O12 0.957
14 H 18.1638 -3.5303 -11.7029  O12 0.957
15 O 13.6011 -5.4540 -14.3284  H16 0.957, H17 0.957
16 H 13.9323 -6.3521 -14.3230  O15 0.957
17 H 14.3703 -4.9156 -14.5147  O15 0.957
18 O 22.0289 -6.8253 -15.3778  H19 0.957, H20 0.957
19 H 21.3027 -7.3821 -15.6586  O18 0.957
20 H 22.5495 -6.6922 -16.1700  O18 0.957
21 O 19.6218 -12.1268 -13.2452  H22 0.957, H23 0.957
22 H 19.2154 -11.5667 -13.9065  O21 0.957
23 H 20.3738 -11.6233 -12.9334  O21 0.957
24 O 16.1405 -8.4713 -11.1590  H25 0.957, H26 0.957
25 H 16.3204 -9.3929 -10.9732  O24 0.957
26 H 16.2940 -8.3817 -12.0995  O24 0.957
27 O 23.1032 -9.6142 -11.1903  H28 0.957, H29 0.957
28 H 23.8991 -9.4216 -10.6946  O27 0.957
29 H 23.0107 -8.8757 -11.7921  O27 0.957
30 O 14.2162 -8.6518 -18.0820  H31 0.957, H32 0.957
31 H 15.0693 -8.7791 -17.6670  O30 0.957
32 H 14.4204 -8.2885 -18.9437  O30 0.957
33 O 14.1822 -11.7187 -14.1553  H34 0.957, H35 0.957
34 H 14.7980 -11.0871 -14.5268  O33 0.957
35 H 14.3215 -12.5174 -14.6641  O33 0.957

The LUMO energy is 2.475 eV. Its total charge is -1. The HOMO-LUMO gap is 6.16 eV. The calculation puts the highest occupied orbital energy at -3.7 eV.

R | ORCA calculation (the ωB97M-V functional and the def2-TZVPD basis) on a cluster of 12 separate species, H23O12 in total.

Each atom is followed by the atoms it is bonded to, with distances in Å.
Positions of all 35 atoms, in Å:
1 O -1.8510 -4.4518 -0.6859  H2 0.955, H3 0.962
2 H -1.4946 -3.6227 -0.9994  O1 0.955
3 H -1.2090 -4.6904 -0.0103  O1 0.962
4 O -1.7398 0.4540 3.4867  H5 0.969, H6 0.962
5 H -1.1193 1.1738 3.2959  O4 0.969
6 H -1.5235 -0.0908 2.7237  O4 0.962
7 O -0.2736 3.5247 -0.9188  H8 0.975, H17 0.982
8 H -0.7775 3.2112 -1.6929  O7 0.975
9 O 0.2376 -2.9807 -1.0460  H11 0.985, H14 0.966
10 H 4.4098 1.8195 0.7984  O18 0.958
11 H 0.2790 -2.0594 -0.6990  O9 0.985
12 O 2.6905 -3.9929 -0.5952  H13 0.958, H34 0.958
13 H 2.9387 -3.1726 -1.0223  O12 0.958
14 H 1.1215 -3.2503 -0.7639  O9 0.966
15 O -3.1810 3.3208 0.5326  H16 0.959, H20 0.983
16 H -3.3744 2.9550 -0.3328  O15 0.959
17 H -0.5331 4.4708 -0.8704  O7 0.982
18 O 4.0280 1.9522 -0.0705  H10 0.958, H19 0.961
19 H 3.9110 1.0462 -0.3690  O18 0.961
20 H -2.5820 2.6895 0.9908  O15 0.983
21 O 0.6392 -0.0049 -0.2789  H22 0.957
22 H 1.3341 0.4955 -0.7071  O21 0.957
23 H 1.3673 -1.0637 0.3530  O33 1.141
24 O -0.8224 1.5972 1.1473  H25 1.085, H26 0.989
25 H 0.0181 1.0874 0.6880  O24 1.085
26 H -0.7298 2.5436 0.8746  O24 0.989
27 O -2.3619 -0.1157 0.0736  H28 0.980, H29 0.983
28 H -1.4889 -0.3965 -0.2712  O27 0.980
29 H -2.1343 0.8092 0.3169  O27 0.983
30 O -1.3861 1.4641 -2.3287  H31 0.977, H32 0.981
31 H -1.8488 0.8465 -1.7295  O30 0.977
32 H -0.5721 0.9206 -2.2577  O30 0.981
33 O 2.4515 -1.3579 0.5540  H23 1.141, H35 0.963
34 H 2.8796 -3.9327 0.3422  O12 0.958
35 H 2.6972 -1.1990 1.4719  O33 0.963

The LUMO energy is 2.750 eV. Its total charge is -1. The HOMO-LUMO gap is 9.24 eV. The calculation puts the highest occupied orbital energy at -6.5 eV.

Result of the stability comparison: Q is the least stable of them.

P | ORCA calculation (the ωB97M-V functional and the def2-TZVPD basis) on the ion C6H11N2O with charge +1.

Each atom is followed by the atoms it is bonded to, with distances in Å.
Positions of all 20 atoms, in Å:
1 C 1.3626 1.8918 0.7460  C2 1.471, H10 1.176, H11 1.064, H12 1.079
2 C 1.4963 0.5852 0.0827  C1 1.471, O3 1.324, N6 1.448
3 O 2.5468 -0.2034 -0.0806  C2 1.324, C4 1.365
4 C 2.1096 -1.3459 -0.6858  O3 1.365, N5 1.306, H13 1.079
5 N 0.8086 -1.3914 -0.7927  C4 1.306, N6 1.341
6 N 0.3686 -0.1893 -0.3920  C2 1.448, N5 1.341, C7 1.496
7 C -1.0866 0.0678 -0.1595  N6 1.496, C8 1.517, C9 1.485, H14 1.057
8 C -1.4176 -0.5304 1.1941  C7 1.517, H15 1.103, H16 1.023, H17 1.119
9 C -1.7536 -0.5193 -1.3487  C7 1.485, H18 1.045, H19 1.070, H20 1.042
10 H 1.2671 1.9682 1.9157  C1 1.176
11 H 2.2400 2.4815 0.6284  C1 1.064
12 H 0.4706 2.3686 0.3694  C1 1.079
13 H 2.8029 -2.1303 -0.9450  C4 1.079
14 H -1.1468 1.1226 -0.1376  C7 1.057
15 H -1.0181 -1.5555 1.2747  C8 1.103
16 H -2.4277 -0.4060 1.3014  C8 1.023
17 H -0.9119 -0.0245 2.0553  C8 1.119
18 H -1.5176 -1.5371 -1.3375  C9 1.045
19 H -1.4016 -0.2151 -2.3122  C9 1.070
20 H -2.7917 -0.4375 -1.3762  C9 1.042

The LUMO energy is -4.423 eV. Its total charge is +1. The HOMO-LUMO gap is 10.64 eV. The calculation puts the highest occupied orbital energy at -15.1 eV.

Q | ORCA calculation (the ωB97M-V functional and the def2-TZVPD basis) on the ion C6H11N2O with charge +1.

Each atom is followed by the atoms it is bonded to, with distances in Å.
Positions of all 20 atoms, in Å:
1 C 3.6901 -0.5302 -0.1939  C2 1.508, H10 1.161, H11 1.096, H12 1.040
2 C 2.3260 -0.5055 0.4487  C1 1.508, C3 1.362, H13 1.152
3 C 1.2606 0.2093 -0.0070  C2 1.362, C4 1.403, H14 1.119
4 C -0.0686 0.0015 0.3928  C3 1.403, N5 1.297, H15 1.067
5 N -1.0418 0.6615 -0.1548  C4 1.297, C6 1.480, H16 1.008
6 C -2.3220 -0.0700 -0.0309  N5 1.480, C7 1.445, N8 1.269
7 C -3.5430 0.6682 0.1995  C6 1.445, H17 1.068, H18 1.082, H19 1.130
8 N -2.1811 -1.3307 -0.0120  C6 1.269, O9 1.238, H20 1.007
9 O -1.1228 -1.9695 -0.0846  N8 1.238
10 H 4.4799 -0.6135 0.6537  C1 1.161
11 H 3.6859 -1.5160 -0.6731  C1 1.096
12 H 3.8432 0.2298 -0.8867  C1 1.040
13 H 2.3135 -1.4727 1.0742  C2 1.152
14 H 1.4037 0.8999 -0.8757  C3 1.119
15 H -0.3196 -0.4736 1.3148  C4 1.067
16 H -0.9312 1.2806 -0.9427  N5 1.008
17 H -3.7973 1.3172 -0.6099  C7 1.068
18 H -3.4143 1.2940 1.0733  C7 1.082
19 H -4.4002 -0.0577 0.0771  C7 1.130
20 H -2.9460 -1.9804 0.0685  N8 1.007

The LUMO energy is -4.708 eV. Its total charge is +1. The HOMO-LUMO gap is 8.51 eV. The calculation puts the highest occupied orbital energy at -13.2 eV.

R | ORCA calculation (the ωB97M-V functional and the def2-TZVPD basis) on a cluster of 2 separate species, C6H11N2O in total.

Each atom is followed by the atoms it is bonded to, with distances in Å.
Positions of all 20 atoms, in Å:
1 C -1.6249 -0.1016 0.4995  C3 1.486, C4 1.433, N7 1.242
2 C 1.6704 -2.2257 0.3786  O9 1.136, H10 1.144
3 C -2.9939 -0.0607 1.0751  C1 1.486, C4 1.554, H11 1.085, H12 1.082
4 C -2.5226 0.8394 -0.1013  C1 1.433, C3 1.554, H13 1.109, H14 1.196
5 C 1.3152 0.6662 1.1085  N8 1.403, H15 1.159, H16 1.028, H17 1.012
6 C 0.5943 0.0928 -1.2233  N8 1.469, H18 1.093, H19 1.036, H20 1.113
7 N -0.5123 -0.6275 0.6690  C1 1.242, N8 1.343
8 N 0.6782 -0.2058 0.2125  C5 1.403, C6 1.469, N7 1.343
9 O 1.5181 -2.8713 -0.5434  C2 1.136
10 H 1.9100 -2.2048 1.4975  C2 1.144
11 H -3.6566 -0.9178 1.0125  C3 1.085
12 H -2.9927 0.4861 2.0092  C3 1.082
13 H -2.4892 1.9475 -0.0796  C4 1.109
14 H -2.7039 0.5838 -1.2555  C4 1.196
15 H 1.0005 0.4124 2.1949  C5 1.159
16 H 2.3426 0.6993 1.0926  C5 1.028
17 H 1.0677 1.6428 1.0085  C5 1.012
18 H 1.3306 -0.4496 -1.8215  C6 1.093
19 H -0.2753 -0.2268 -1.6877  C6 1.036
20 H 0.7091 1.1637 -1.5041  C6 1.113

The LUMO energy is -4.922 eV. Its total charge is +1. The HOMO-LUMO gap is 8.14 eV. The calculation puts the highest occupied orbital energy at -13.1 eV.

Result of the stability comparison: R is the least stable of them.